# 1
Formula: C23H68N10O11
Source: OMol25
Level of theory: the ωB97M-V functional and the def2-TZVPD basis

- Kohn-Sham gap (eV) = 8.913
- structure (SMILES) = NC(N)=O.NC(N)=O.NC(N)=O.NC(N)=O.NC(N)=O.CC(C)O.CC(C)O.CC(C)O.CC(C)O.CC(C)O.CC(C)O
- maximum force (Eh/bohr) = 0.1615
- E_tot (Ha) = -2292.27083
- energy relative to the best compared isomer or geometry (same formula, charge and spin) (kcal/mol) = 181.5

The geometry in ORCA input format:
```
! RIJCOSX wB97M-V def2-TZVPD def2/J DEFGRID3
* xyz 0 1
C -2.403 -0.856 -6.127
C -2.663 -2.234 -6.783
C -1.585 -3.261 -6.309
O -4.014 -2.648 -6.725
H -2.728 -0.917 -5.088
H -3.031 -0.113 -6.618
H -1.345 -0.638 -6.271
H -2.539 -2.153 -7.863
H -1.983 -4.257 -6.502
H -1.453 -3.237 -5.227
H -0.628 -3.036 -6.779
H -4.090 -3.456 -7.238
C 2.412 -8.000 5.198
C 2.687 -7.070 3.989
C 1.864 -5.809 3.965
O 4.023 -6.597 4.198
H 1.369 -8.317 5.191
H 2.496 -7.497 6.161
H 3.043 -8.870 5.016
H 2.692 -7.631 3.055
H 1.982 -5.154 4.829
H 0.798 -5.976 3.813
H 2.267 -5.189 3.164
H 4.566 -7.378 4.329
C 3.884 0.422 -6.677
C 3.876 -0.483 -5.390
C 4.685 -1.709 -5.530
O 4.139 0.282 -4.168
H 3.711 -0.137 -7.596
H 4.838 0.936 -6.791
H 3.098 1.176 -6.734
H 2.813 -0.692 -5.266
H 4.889 -2.046 -4.513
H 5.687 -1.513 -5.912
H 4.126 -2.502 -6.026
H 4.857 0.895 -4.342
C 1.444 1.079 5.750
C 0.357 0.713 6.767
C 0.704 -0.693 7.337
O 0.461 1.623 7.825
H 2.436 0.751 6.059
H 1.406 2.076 5.309
H 1.352 0.377 4.921
H -0.614 0.875 6.299
H 1.783 -0.709 7.489
H 0.391 -1.575 6.779
H 0.121 -0.681 8.258
H 1.341 1.541 8.199
C 5.318 -1.648 2.179
C 5.220 -0.961 0.805
C 6.682 -0.887 0.199
O 4.438 -1.647 -0.118
H 6.048 -1.101 2.776
H 5.684 -2.674 2.167
H 4.411 -1.580 2.778
H 4.786 0.032 0.922
H 7.309 -1.533 0.814
H 6.853 0.184 0.308
H 6.783 -0.947 -0.884
H 4.620 -1.250 -0.973
C -3.403 4.741 -4.581
C -3.218 5.814 -3.511
C -4.509 6.556 -3.443
O -2.792 5.350 -2.271
H -3.990 5.218 -5.365
H -3.935 3.855 -4.234
H -2.489 4.314 -4.995
H -2.489 6.544 -3.863
H -4.475 7.455 -4.058
H -4.694 6.932 -2.437
H -5.381 6.039 -3.842
H -2.696 4.397 -2.321
C -3.245 6.281 3.128
O -2.878 7.256 3.756
N -2.415 5.354 2.707
N -4.426 6.286 2.626
H -2.758 4.695 2.023
H -1.480 5.150 3.032
H -4.808 5.377 2.408
H -4.904 7.152 2.829
C -7.132 -1.445 -0.807
O -6.477 -2.427 -0.955
N -8.418 -1.395 -0.956
N -6.703 -0.362 -0.371
H -8.796 -2.167 -1.486
H -8.974 -0.661 -0.541
H -7.351 0.353 -0.073
H -5.729 -0.391 -0.104
C -0.527 0.232 -0.538
O -1.492 0.924 -0.779
N -0.215 -0.157 0.634
N 0.245 -0.245 -1.473
H 0.351 -0.987 0.739
H -0.817 0.163 1.379
H 1.065 -0.733 -1.141
H 0.097 0.164 -2.384
C 4.017 4.350 -0.153
O 3.361 4.722 0.826
N 3.440 3.712 -1.104
N 5.279 4.134 -0.240
H 3.923 3.572 -1.980
H 2.489 3.418 -0.932
H 5.687 3.852 -1.121
H 5.920 4.452 0.472
C -4.023 -1.290 4.276
O -3.686 -0.357 3.636
N -4.410 -2.464 3.843
N -4.107 -1.272 5.597
H -4.814 -2.540 2.921
H -4.664 -3.168 4.521
H -3.789 -0.456 6.101
H -4.443 -2.004 6.205
*
```

Mulliken atomic charge list, values in e, 4 entries: number 1, C, carries -1.1545; number 2, C, carries 0.4130; number 3, C, carries -1.1439; number 4, O, carries -0.5409

=====

# 2
Formula: C23H68N2O11
Source: OMol25
Level of theory: the ωB97M-V functional and the def2-TZVPD basis

- Kohn-Sham gap (eV) = 7.518
- structure (SMILES) = NC(N)=O.CC(C)O.CC(C)O.CC(C)O.CC(C)O.CC(C)O.CC(C)O.CO.CO.CO.CO
- maximum force (Eh/bohr) = 0.2748
- E_tot (Ha) = -1853.76994
- energy relative to the best compared isomer or geometry (same formula, charge and spin) (kcal/mol) = 266.1

The geometry in ORCA input format:
```
! RIJCOSX wB97M-V def2-TZVPD def2/J DEFGRID3
* xyz 0 1
C 2.223 4.108 -2.535
O 2.021 4.018 -1.169
H 1.577 4.788 -3.063
H 2.115 3.083 -2.948
H 3.214 4.360 -2.792
H 2.920 3.885 -0.850
C -0.923 4.566 0.929
O -2.221 4.199 1.255
H -0.242 3.955 0.304
H -0.509 4.606 1.942
H -0.798 5.605 0.629
H -2.422 4.958 1.864
C 2.832 2.307 2.547
O 2.289 2.084 1.233
H 3.865 2.003 2.629
H 2.402 1.655 3.310
H 2.672 3.250 2.857
H 3.111 2.118 0.754
C -1.786 -1.946 -3.736
O -1.600 -1.906 -2.320
H -1.055 -2.447 -4.346
H -2.009 -0.911 -4.064
H -2.750 -2.436 -3.937
H -1.817 -2.751 -1.963
C 0.292 0.809 -1.475
O 0.303 0.908 -2.843
N 0.429 1.886 -0.735
N -0.268 -0.083 -0.648
H 0.893 2.679 -1.240
H 0.943 1.785 0.177
H -0.715 -0.810 -1.199
H 0.479 -0.692 -0.218
C 1.151 -3.804 -1.611
C 2.116 -2.669 -1.331
C 2.533 -1.747 -2.517
O 1.695 -1.877 -0.447
H 0.569 -3.350 -2.343
H 0.577 -4.165 -0.827
H 1.734 -4.566 -2.020
H 3.007 -3.139 -0.854
H 2.053 -0.819 -2.696
H 2.675 -2.277 -3.485
H 3.514 -1.442 -2.259
H 2.391 -1.835 0.235
C 2.251 -1.029 2.478
C 3.713 -1.097 2.040
C 4.510 -2.220 2.766
O 3.874 -1.422 0.875
H 1.690 -0.328 1.893
H 2.150 -0.613 3.490
H 1.707 -1.916 2.404
H 4.238 -0.197 2.259
H 4.338 -2.189 3.920
H 5.589 -2.123 2.646
H 4.266 -3.211 2.437
H 4.756 -1.077 0.485
C -1.512 4.513 -2.295
C -2.501 3.378 -2.012
C -2.569 2.567 -3.261
O -2.205 2.659 -0.999
H -0.578 4.108 -2.575
H -1.434 5.139 -1.415
H -1.969 5.157 -3.035
H -3.378 3.925 -1.850
H -3.062 1.598 -3.165
H -1.656 2.148 -3.662
H -3.159 3.107 -4.045
H -1.330 2.353 -1.295
C -3.606 -1.396 -0.208
C -3.893 -0.001 -0.840
C -5.047 0.097 -1.808
O -4.155 0.895 0.024
H -4.374 -1.646 0.543
H -2.649 -1.574 0.158
H -3.604 -2.140 -0.997
H -2.956 0.172 -1.394
H -5.958 0.099 -1.261
H -5.066 -0.694 -2.598
H -5.140 1.062 -2.230
H -5.054 0.644 0.442
C 1.663 -5.089 2.137
C 0.141 -5.122 2.073
C -0.422 -3.678 2.007
O -0.247 -5.673 1.047
H 2.040 -6.059 2.102
H 2.145 -4.649 2.943
H 2.081 -4.527 1.279
H -0.344 -5.462 3.000
H -0.269 -3.029 2.882
H -1.482 -3.725 1.824
H -0.039 -3.001 1.150
H 0.312 -6.452 0.818
C -0.631 1.988 3.183
C -0.953 0.921 2.169
C -1.254 -0.390 2.784
O -1.640 1.116 1.138
H -0.527 1.791 4.252
H -1.402 2.849 3.187
H 0.317 2.567 2.934
H 0.044 0.701 1.840
H -2.242 -0.309 3.271
H -0.535 -0.839 3.476
H -1.369 -1.243 1.960
H -1.095 0.622 0.438
*
```

Mulliken atomic charge list, values in e, 4 entries: number 1, C, carries -0.8613; number 2, O, carries -0.4287; number 3, H, carries 0.2670; number 4, H, carries 0.2352

=====

# 3
Formula: C23H70N4O11
Source: OMol25
Level of theory: the ωB97M-V functional and the def2-TZVPD basis

- Kohn-Sham gap (eV) = 9.454
- structure (SMILES) = COC[C@H](C)N.COC[C@H](C)N.COC[C@H](C)N.COC[C@H](C)N.OCCO.CO.CO.CO.CO.CO
- maximum force (Eh/bohr) = 0.0620
- E_tot (Ha) = -1964.70982
- energy relative to the best compared isomer or geometry (same formula, charge and spin) (kcal/mol) = 48.2

The geometry in ORCA input format:
```
! RIJCOSX wB97M-V def2-TZVPD def2/J DEFGRID3
* xyz 0 1
C 6.873 16.071 15.772
O 6.022 16.438 16.857
H 6.341 15.594 14.949
H 7.230 17.032 15.400
H 7.733 15.494 16.112
H 5.879 17.383 16.761
C 6.837 12.364 16.727
O 7.886 11.956 17.653
H 6.050 11.615 16.637
H 6.453 13.365 16.921
H 7.165 12.417 15.689
H 7.565 11.906 18.557
C 10.578 14.169 9.834
O 11.889 13.739 10.185
H 10.140 14.752 10.644
H 10.766 14.891 9.038
H 9.874 13.426 9.461
H 11.874 12.780 10.209
C 12.627 17.290 13.825
O 13.180 16.714 12.663
H 13.420 17.559 14.523
H 12.263 18.282 13.558
H 11.971 16.602 14.359
H 13.457 15.825 12.898
C 9.976 14.576 13.783
O 9.054 13.786 14.458
H 9.859 15.648 13.936
H 11.018 14.359 14.020
H 9.989 14.297 12.729
H 9.346 13.553 15.342
C 7.165 9.002 7.634
C 8.163 9.516 8.684
C 7.588 10.400 9.871
O 8.660 10.696 10.763
C 8.238 11.496 11.815
N 8.793 8.323 9.226
H 6.314 8.436 8.012
H 7.650 8.499 6.797
H 6.779 9.927 7.204
H 8.937 10.099 8.185
H 6.742 9.911 10.355
H 7.210 11.290 9.368
H 7.594 12.340 11.568
H 9.172 12.009 12.040
H 7.900 10.949 12.695
H 8.059 7.805 9.688
H 9.245 8.671 10.059
C 15.543 14.275 11.852
C 14.540 13.314 12.503
C 14.975 12.798 13.970
O 16.196 12.063 13.843
C 16.626 11.631 15.096
N 13.303 13.987 12.645
H 16.545 13.927 11.602
H 15.650 15.156 12.485
H 15.072 14.786 11.012
H 14.422 12.416 11.896
H 14.168 12.266 14.473
H 15.129 13.706 14.553
H 16.711 12.459 15.800
H 17.636 11.222 15.062
H 15.992 10.873 15.556
H 12.942 13.972 11.701
H 12.652 13.333 13.055
C 12.522 13.963 16.801
C 11.234 13.470 17.563
C 10.288 14.584 18.105
O 10.994 15.343 19.117
C 10.240 16.508 19.582
N 10.481 12.551 16.651
H 13.296 14.415 17.421
H 12.289 14.691 16.024
H 12.936 13.098 16.284
H 11.515 12.825 18.395
H 9.358 14.137 18.454
H 10.052 15.247 17.272
H 10.794 16.984 20.392
H 9.323 16.171 20.065
H 10.090 17.221 18.771
H 10.947 11.655 16.664
H 9.518 12.361 16.892
C 10.203 22.557 11.658
C 9.358 21.194 11.641
C 10.125 19.901 11.286
O 9.226 18.836 11.455
C 9.647 17.616 11.886
N 8.767 21.161 12.966
H 9.568 23.416 11.879
H 10.674 22.874 10.728
H 10.974 22.550 12.429
H 8.544 21.191 10.916
H 10.956 19.830 11.988
H 10.424 19.923 10.238
H 8.788 16.953 11.780
H 9.863 17.656 12.953
H 10.563 17.261 11.414
H 9.322 20.645 13.634
H 8.016 20.500 12.831
C 11.874 9.575 14.991
C 11.021 10.528 14.012
O 11.526 11.812 13.760
O 11.614 9.929 16.310
H 12.937 9.723 14.802
H 11.660 8.514 14.864
H 9.973 10.677 14.273
H 10.985 9.968 13.078
H 11.079 12.397 14.377
H 10.821 9.477 16.608
*
```

Mulliken atomic charge list, values in e, 4 entries: number 1, C, carries -0.3409; number 2, O, carries -0.5321; number 3, H, carries 0.1993; number 4, H, carries 0.4404

=====

# 4
Formula: C23H80O27P4
Source: OMol25
Level of theory: the ωB97M-V functional and the def2-TZVPD basis

- Kohn-Sham gap (eV) = 9.602
- maximum force (Eh/bohr) = 0.0462
- E_tot (Ha) = -4321.34751
- energy relative to the best compared isomer or geometry (same formula, charge and spin) (kcal/mol) = 0.0

The geometry in ORCA input format:
```
! RIJCOSX wB97M-V def2-TZVPD def2/J DEFGRID3
* xyz 0 1
C 7.287 9.325 -18.226
O 6.279 8.348 -17.900
H 6.993 10.355 -18.062
H 8.232 9.063 -17.737
H 7.484 9.149 -19.295
H 6.385 7.563 -18.462
C 6.240 9.095 -27.994
O 6.579 9.651 -26.739
H 7.096 9.129 -28.679
H 5.945 8.047 -27.954
H 5.545 9.746 -28.538
H 5.838 9.398 -26.159
C 5.988 12.614 -26.324
O 5.884 13.994 -26.110
H 7.002 12.240 -26.214
H 5.252 12.019 -25.780
H 5.766 12.253 -27.344
H 5.113 14.333 -26.571
C 1.649 6.130 -25.885
O 1.672 7.541 -25.765
H 2.632 5.690 -26.015
H 1.249 5.725 -24.946
H 0.973 5.823 -26.686
H 0.780 7.896 -25.839
C 4.299 16.400 -24.494
O 2.958 15.986 -24.744
H 4.666 17.191 -25.157
H 4.426 16.784 -23.487
H 4.980 15.547 -24.572
H 2.940 15.731 -25.671
C -1.639 9.324 -24.342
O -1.382 8.838 -25.642
H -0.848 9.100 -23.627
H -1.956 10.375 -24.283
H -2.581 8.945 -23.914
H -1.201 9.615 -26.185
C -1.060 11.994 -26.905
O 0.093 11.189 -26.782
H -1.761 11.740 -27.707
H -1.629 11.964 -25.976
H -0.779 13.042 -27.049
H 0.671 11.302 -27.541
C 2.350 12.942 -19.220
O 3.551 13.677 -19.439
H 2.569 12.240 -18.424
H 1.624 13.684 -18.866
H 1.891 12.481 -20.094
H 3.386 14.504 -19.896
C 5.017 5.537 -18.300
O 5.553 6.213 -19.447
H 4.261 4.810 -18.599
H 5.794 5.060 -17.698
H 4.561 6.297 -17.670
H 6.097 5.576 -19.924
C 6.633 6.428 -23.947
O 6.777 5.102 -24.452
H 5.579 6.657 -23.779
H 7.104 6.579 -22.966
H 7.169 7.033 -24.671
H 6.062 4.517 -24.200
C 9.349 10.385 -25.321
O 8.290 9.972 -24.458
H 9.536 11.463 -25.312
H 10.259 9.933 -24.911
H 9.153 9.965 -26.306
H 7.532 9.736 -25.015
C -0.407 11.232 -16.674
O -0.456 9.919 -17.189
P 0.435 9.531 -18.437
O 0.401 10.423 -19.592
O -0.089 8.074 -18.731
C -1.469 7.714 -18.843
O 1.852 9.299 -17.777
C 2.929 8.944 -18.640
H 0.581 11.684 -16.715
H -0.714 11.212 -15.627
H -1.166 11.876 -17.119
H -2.061 8.397 -18.234
H -1.602 6.704 -18.464
H -1.784 7.756 -19.886
H 2.738 9.002 -19.715
H 3.311 7.946 -18.426
H 3.811 9.575 -18.498
C -0.704 13.199 -23.311
O -2.153 13.118 -23.282
P -3.109 14.202 -23.923
O -3.642 15.180 -22.992
O -2.212 14.796 -25.084
C -2.734 15.801 -25.970
O -4.191 13.373 -24.738
C -5.200 12.656 -23.997
H -0.396 12.534 -24.124
H -0.362 12.657 -22.427
H -0.304 14.203 -23.366
H -3.771 16.049 -25.741
H -2.570 15.529 -27.007
H -2.193 16.716 -25.717
H -4.953 11.596 -24.067
H -6.144 12.875 -24.487
H -5.229 12.911 -22.939
C 4.666 12.687 -22.229
O 5.221 11.525 -22.889
P 4.332 10.332 -23.425
O 5.023 9.678 -24.538
O 4.176 9.390 -22.155
C 5.297 9.134 -21.327
O 2.914 10.914 -23.761
C 1.743 10.125 -23.632
H 5.445 12.987 -21.530
H 3.749 12.439 -21.706
H 4.596 13.513 -22.937
H 5.042 8.589 -20.412
H 5.757 10.036 -20.918
H 6.014 8.490 -21.838
H 1.204 9.929 -24.559
H 1.026 10.584 -22.952
H 1.937 9.108 -23.283
C 8.118 16.835 -21.073
O 8.656 16.212 -22.263
P 9.241 14.739 -22.106
O 10.027 14.580 -20.889
O 8.021 13.716 -22.240
C 8.390 12.336 -22.194
O 10.049 14.541 -23.446
C 9.428 14.767 -24.717
H 8.715 17.719 -20.856
H 8.166 16.185 -20.201
H 7.096 17.105 -21.322
H 7.774 11.706 -22.834
H 8.247 11.967 -21.173
H 9.424 12.089 -22.445
H 8.354 14.916 -24.617
H 9.493 13.881 -25.349
H 9.885 15.631 -25.193
*
```

Mulliken atomic charge list, values in e, 4 entries: number 1, C, carries -0.5592; number 2, O, carries -0.4617; number 3, H, carries 0.2724; number 4, H, carries 0.3558